No. 1
Computed, not measured: 2 unconnected molecules or ions with the total composition FH3NOP at a distorted geometry, with wB97M-V/def2-TZVPD.

Values from the calculation:
- SMILES string = NP=O.F
- HOMO level (eV) = -10.9
- gap between HOMO and LUMO (Eh) = 0.3882
- energy relative to the best compared isomer or geometry (same formula, charge and spin) (kcal per mole) = 12.2

Positions of all 7 atoms, in Å:
N  -0.523  -0.528  0.892
P  1.085  -0.814  0.551
O  1.443  0.178  -0.504
H  -0.995  -1.218  1.566
H  -0.992  0.122  0.273
F  -0.341  1.416  -1.530
H  0.322  0.843  -1.249

Atomic partial charges in e from the Mulliken method, atoms 1 to 2: -0.38 0.38

No. 2
Computed, not measured: 10 unconnected molecules or ions with the total composition C32H44Cl12N4 at a distorted geometry, with wB97M-V/def2-TZVPD.

Values from the calculation:
- SMILES string = c1ccncc1.c1ccncc1.c1ccncc1.c1ccncc1.ClCCCl.ClCCCl.ClCCCl.ClCCCl.ClCCCl.ClCCCl
- HOMO level (eV) = -9.3
- gap between HOMO and LUMO (Eh) = 0.3553
- energy relative to the best compared isomer or geometry (same formula, charge and spin) (kcal per mole) = 18.9

Positions of all 92 atoms, in Å:
C  14.227  12.232  21.190
C  15.441  11.735  21.744
C  16.520  11.443  20.899
N  16.487  11.599  19.549
C  15.279  11.949  19.054
C  14.148  12.292  19.787
H  13.394  12.476  21.834
H  15.562  11.607  22.810
H  17.438  11.066  21.327
H  15.223  12.022  17.978
H  13.278  12.775  19.368
C  17.809  13.618  13.738
C  17.441  13.519  12.403
C  17.172  14.675  11.670
N  17.145  15.923  12.236
C  17.452  16.040  13.540
C  17.841  14.939  14.327
H  18.055  12.746  14.326
H  17.338  12.536  11.968
H  17.067  14.652  10.595
H  17.230  16.985  14.014
H  17.979  14.953  15.398
C  16.226  12.900  8.418
C  15.273  13.863  8.835
C  14.463  13.648  9.923
N  14.490  12.442  10.567
C  15.405  11.550  10.098
C  16.278  11.694  9.028
H  16.897  13.130  7.603
H  15.234  14.820  8.336
H  13.702  14.359  10.210
H  15.343  10.575  10.558
H  16.982  10.944  8.698
C  13.351  7.875  19.762
C  12.137  7.278  19.744
C  11.068  7.959  19.104
N  11.234  9.264  18.681
C  12.460  9.813  18.783
C  13.548  9.168  19.317
H  14.236  7.493  20.249
H  12.032  6.343  20.275
H  10.066  7.558  19.049
H  12.488  10.835  18.435
H  14.562  9.522  19.430
Cl  12.636  9.202  11.592
C  12.415  8.067  10.194
C  13.304  6.836  10.463
Cl  13.212  5.662  9.084
H  12.814  8.589  9.324
H  11.405  7.658  10.174
H  12.998  6.320  11.373
H  14.336  6.981  10.780
Cl  18.385  9.384  11.518
C  19.899  9.348  10.523
C  21.061  9.718  11.479
Cl  22.631  9.589  10.572
H  19.834  9.883  9.575
H  20.098  8.324  10.209
H  21.077  9.054  12.344
H  21.069  10.724  11.897
Cl  7.544  12.687  11.066
C  8.660  11.717  12.082
C  9.998  12.512  12.301
Cl  10.988  11.564  13.398
H  8.748  10.686  11.738
H  8.070  11.649  12.996
H  9.842  13.500  12.732
H  10.571  12.837  11.433
Cl  12.255  15.811  12.351
C  13.087  14.715  13.502
C  13.778  15.532  14.549
Cl  14.736  14.522  15.670
H  13.780  14.089  12.940
H  12.290  14.051  13.834
H  13.078  16.034  15.216
H  14.491  16.243  14.130
Cl  10.497  7.598  14.078
C  11.755  8.259  15.132
C  12.806  7.209  15.499
Cl  13.733  6.617  14.102
H  11.214  8.676  15.981
H  12.213  9.054  14.543
H  12.412  6.393  16.105
H  13.531  7.739  16.116
Cl  17.141  10.400  14.977
C  15.660  9.999  14.047
C  14.561  11.013  14.240
Cl  13.746  10.928  15.820
H  15.345  9.013  14.388
H  16.041  9.935  13.028
H  13.842  10.746  13.465
H  14.875  12.035  14.028

Atomic partial charges in e from the Mulliken method, atoms 1 to 2: -0.41 -0.28

No. 3
Computed, not measured: a single C3H4N4 molecule at a distorted geometry, with wB97M-V/def2-TZVPD.

Values from the calculation:
- HOMO level (eV) = -8.3
- gap between HOMO and LUMO (Eh) = 0.2993
- energy relative to the best compared isomer or geometry (same formula, charge and spin) (kcal per mole) = 121.8

Positions of all 11 atoms, in Å:
N  -0.939  1.326  -1.824
C  -0.163  0.449  -1.213
C  -0.562  0.468  0.215
N  -0.134  -0.185  1.226
C  0.772  -1.113  1.570
N  1.662  -1.740  0.817
N  2.458  -2.328  0.267
H  -1.657  1.882  -1.343
H  -0.872  1.502  -2.817
H  -1.380  1.161  0.491
H  0.814  -1.421  2.609

Atomic partial charges in e from the Mulliken method, atoms 1 to 2: -0.18 -0.53

No. 4
Computed, not measured: a molecular structure, C14H28IrN2OS4, with wB97M-V/def2-TZVPD.

Values from the calculation:
- HOMO level (spin up / spin down) (eV) = -22.1 / -21.9
- ⟨S²⟩ = 0.785
- gap between HOMO and LUMO (spin up / spin down) (Eh) = 0.2716 / 0.2358
- charge = +4
- multiplicity = 2

Positions of all 50 atoms, in Å:
Ir  -0.407  0.198  0.880
C  -0.861  1.844  3.676
C  -2.289  1.510  3.269
S  -2.528  1.168  1.486
C  -2.435  2.822  0.705
C  -1.035  3.394  0.541
S  -0.047  2.105  -0.261
C  1.700  2.529  -0.048
C  2.485  1.264  -0.363
S  1.927  -0.241  0.519
C  2.629  -0.034  2.198
C  1.903  0.957  3.099
S  0.155  0.486  3.040
H  -0.762  1.867  4.765
H  -0.487  2.785  3.273
H  -2.983  2.304  3.553
H  -2.632  0.598  3.764
H  -3.071  3.493  1.287
H  -2.920  2.692  -0.265
H  -0.555  3.689  1.474
H  -1.049  4.259  -0.128
H  1.854  2.914  0.959
H  1.936  3.321  -0.764
H  3.545  1.395  -0.135
H  2.417  1.006  -1.421
H  3.679  0.242  2.077
H  2.615  -1.038  2.628
H  2.010  2.001  2.807
H  2.237  0.849  4.134
C  -2.707  -1.074  -2.586
N  -2.530  -2.381  -1.986
C  -3.176  -3.497  -2.692
C  -2.415  -4.783  -2.475
C  -2.246  -4.990  -0.992
N  -1.722  -3.776  -0.327
C  -1.078  -4.026  0.957
C  -1.814  -2.524  -0.814
O  -1.288  -1.528  -0.245
H  -3.774  -0.927  -2.781
H  -2.196  -1.075  -3.555
H  -2.310  -0.296  -1.949
H  -3.249  -3.212  -3.741
H  -4.203  -3.558  -2.301
H  -1.452  -4.758  -2.987
H  -2.985  -5.613  -2.894
H  -1.544  -5.792  -0.761
H  -3.193  -5.237  -0.494
H  -1.693  -4.734  1.514
H  -0.956  -3.107  1.515
H  -0.105  -4.491  0.773

Atomic partial charges in e from the Mulliken method, atoms 1 to 2: 2.21 -0.40

No. 5
Computed, not measured: 7 unconnected molecules or ions with the total composition C5H23NO8 at a distorted geometry, with wB97M-V/def2-TZVPD.

Values from the calculation:
- HOMO level (spin up / spin down) (eV) = -13.3 / -13.3
- ⟨S²⟩ = 0.772
- gap between HOMO and LUMO (spin up / spin down) (Eh) = 0.3768 / 0.1725
- energy relative to the best compared isomer or geometry (same formula, charge and spin) (kcal per mole) = 89.0
- charge = +1
- multiplicity = 2

Positions of all 37 atoms, in Å:
O  -2.094  1.823  2.544
C  -1.730  2.135  1.429
N  -0.678  1.682  0.752
C  -0.698  1.603  -0.709
C  -1.711  0.501  -1.183
C  -1.178  -0.943  -1.085
O  -2.720  0.582  -0.209
C  -0.947  2.911  -1.306
H  -2.316  2.976  0.780
H  0.049  1.080  1.153
H  0.445  1.275  -0.937
H  -2.143  0.973  -2.142
H  -1.224  -1.226  -0.082
H  -0.099  -1.214  -1.314
H  -1.779  -1.605  -1.610
H  -3.473  0.995  -0.696
H  -0.920  2.902  -2.364
H  -1.932  3.307  -1.196
H  -0.381  3.756  -0.896
H  2.745  -0.845  -1.535
H  2.084  -0.388  -0.016
O  2.030  -0.995  -0.825
H  2.509  -3.015  -0.572
H  3.077  -3.896  0.429
O  3.161  -3.745  -0.413
H  0.284  -1.305  3.232
H  1.161  -2.728  3.492
O  1.131  -1.707  3.272
H  5.295  0.197  -0.953
H  4.600  -1.142  -1.024
O  4.647  -0.387  -0.560
H  1.877  -0.508  2.025
H  2.064  1.175  1.825
O  1.713  0.314  1.425
H  -4.397  -1.910  -0.904
H  -4.105  -0.903  0.194
O  -4.346  -1.722  -0.019

Atomic partial charges in e from the Mulliken method, atoms 1 to 2: -0.28 0.33

No. 6
Computed, not measured: a single C9H10O2 molecule at a distorted geometry, with wB97M-V/def2-TZVPD.

Values from the calculation:
- SMILES string = CO[C@@]12C=C[C@]1(C)C=CC2=O
- HOMO level (eV) = -8.2
- gap between HOMO and LUMO (Eh) = 0.3152
- energy relative to the best compared isomer or geometry (same formula, charge and spin) (kcal per mole) = 101.2

Positions of all 21 atoms, in Å:
C  -0.645  -2.714  -0.143
O  -0.355  -1.443  -0.794
C  -0.355  -0.417  0.049
C  -0.066  -0.417  1.500
C  0.717  0.672  1.514
C  0.728  0.802  -0.011
C  1.955  0.514  -0.901
C  0.056  2.010  -0.460
C  -1.249  2.018  -0.324
C  -1.785  0.626  -0.160
O  -2.910  0.248  -0.040
H  -1.035  -3.238  -1.045
H  -1.274  -2.778  0.685
H  0.331  -3.181  0.227
H  -0.391  -0.986  2.383
H  1.014  1.330  2.330
H  1.466  -0.169  -1.681
H  2.775  -0.053  -0.249
H  2.355  1.433  -1.334
H  0.574  2.907  -0.952
H  -1.908  2.836  -0.593

Atomic partial charges in e from the Mulliken method, atoms 1 to 2: -0.82 -0.48

No. 7
Computed, not measured: a molecular structure, C30H43CsGeN7O5 at a distorted geometry, with wB97M-V/def2-TZVPD.

Values from the calculation:
- HOMO level (spin up / spin down) (eV) = -6.3 / -6.3
- ⟨S²⟩ = 0.833
- gap between HOMO and LUMO (spin up / spin down) (Eh) = 0.1984 / 0.1535
- energy relative to the best compared isomer or geometry (same formula, charge and spin) (kcal per mole) = 24.2
- multiplicity = 2

Positions of all 87 atoms, in Å:
Cs  0.786  -0.761  0.731
C  0.988  1.228  5.515
C  0.318  0.363  4.447
C  -0.219  -0.911  5.089
C  -0.837  1.147  3.811
O  1.231  -0.042  3.448
Ge  2.702  0.948  2.776
O  1.722  1.635  1.297
C  2.138  2.642  0.388
C  2.840  1.994  -0.815
C  3.079  3.654  1.042
C  0.875  3.356  -0.080
O  3.367  -0.517  1.767
C  4.292  -1.482  2.226
C  3.544  -2.536  3.046
C  4.912  -2.120  0.989
C  5.392  -0.859  3.087
H  0.296  1.424  6.340
H  1.314  2.187  5.106
H  1.870  0.718  5.909
H  -0.990  -0.690  5.833
H  0.594  -1.453  5.577
H  -0.645  -1.563  4.321
H  -1.529  1.500  4.582
H  -1.390  0.516  3.106
H  -0.441  2.003  3.260
H  3.667  1.372  -0.462
H  3.234  2.756  -1.494
H  2.150  1.359  -1.385
H  4.031  3.194  1.319
H  2.628  4.055  1.953
H  3.285  4.481  0.356
H  0.188  2.639  -0.538
H  1.106  4.134  -0.814
H  0.370  3.816  0.774
H  2.762  -2.997  2.436
H  3.046  -2.061  3.896
H  4.220  -3.313  3.420
H  4.127  -2.549  0.357
H  5.623  -2.908  1.260
H  5.438  -1.365  0.401
H  4.990  -0.471  4.025
H  5.857  -0.025  2.555
H  6.163  -1.599  3.324
C  -3.411  4.987  -7.919
O  -3.320  4.691  -6.529
C  -3.917  3.567  -6.082
C  -3.795  3.312  -4.709
C  -4.360  2.185  -4.165
C  -5.064  1.285  -4.979
C  -5.231  1.574  -6.322
C  -4.642  2.695  -6.891
N  -5.752  0.125  -4.507
N  -5.339  -0.481  -3.485
C  -4.056  -0.545  -3.041
C  -2.935  -0.554  -3.936
C  -1.675  -0.678  -3.478
C  -1.382  -0.758  -2.041
O  -0.243  -0.746  -1.619
C  -2.559  -0.839  -1.111
N  -2.289  -0.957  0.195
C  -3.306  -1.052  1.035
C  -4.642  -1.029  0.620
C  -4.919  -0.881  -0.715
C  -3.854  -0.778  -1.619
H  -2.851  5.903  -8.069
H  -4.448  5.141  -8.219
H  -2.969  4.190  -8.519
H  -3.259  4.024  -4.096
H  -4.279  2.011  -3.100
H  -5.823  0.898  -6.926
H  -4.769  2.885  -7.945
H  -3.125  -0.475  -4.998
H  -0.826  -0.697  -4.149
H  -3.059  -1.150  2.087
H  -5.436  -1.121  1.349
H  -5.936  -0.850  -1.083
N  3.283  -5.698  1.337
C  2.427  -6.107  2.301
N  2.878  -7.029  3.180
N  1.196  -5.685  2.429
C  0.848  -4.710  1.597
N  0.545  -3.859  0.870
H  4.270  -5.848  1.457
H  3.026  -4.871  0.817
H  3.710  -7.557  2.991
H  2.197  -7.419  3.807

Atomic partial charges in e from the Mulliken method, atoms 1 to 2: 1.58 -1.85

No. 8
Computed, not measured: a molecular structure, C25H28ClInN10O2, with wB97M-V/def2-TZVPD.

Values from the calculation:
- HOMO level (eV) = -13.7
- gap between HOMO and LUMO (Eh) = 0.1939
- energy relative to the best compared isomer or geometry (same formula, charge and spin) (kcal per mole) = 82.5
- charge = +2

Positions of all 67 atoms, in Å:
In  0.612  0.392  0.737
C  -3.937  -3.073  2.842
N  -2.501  -3.008  2.941
C  -1.722  -2.464  3.893
N  -0.457  -2.553  3.551
C  -0.513  -3.183  2.349
N  -1.725  -3.478  1.934
C  -4.509  -2.357  1.646
C  -5.838  -2.420  1.361
C  -6.348  -1.754  0.230
C  -5.559  -1.063  -0.697
C  -4.209  -1.027  -0.494
C  -3.606  -1.615  0.737
C  -3.233  -0.426  -1.352
N  -1.968  -0.695  -1.262
N  -1.321  0.160  -2.079
C  -2.235  0.925  -2.627
O  -3.477  0.572  -2.236
C  -1.961  2.134  -3.380
C  -2.940  3.015  -3.831
C  -2.548  4.256  -4.309
C  -1.212  4.640  -4.266
C  -0.234  3.762  -3.809
C  1.202  4.195  -3.579
N  1.620  3.781  -2.243
C  2.112  2.609  -1.833
N  2.048  2.517  -0.513
C  1.488  3.713  -0.165
N  1.206  4.496  -1.175
C  -0.615  2.492  -3.429
H  -4.367  -2.656  3.755
H  -4.253  -4.119  2.787
H  -2.113  -2.029  4.799
H  0.362  -3.446  1.776
H  -6.518  -2.970  2.000
H  -7.418  -1.797  0.058
H  -6.010  -0.596  -1.562
H  -2.755  -2.257  0.474
H  -3.987  2.747  -3.793
H  -3.292  4.952  -4.668
H  -0.938  5.644  -4.565
H  1.278  5.279  -3.614
H  1.892  3.767  -4.306
H  2.522  1.873  -2.506
H  1.307  4.011  0.855
H  0.115  1.774  -3.085
C  3.921  -0.663  -0.871
N  4.420  -1.202  0.381
C  5.283  -2.374  0.267
C  3.712  -0.934  1.507
O  2.516  -0.529  1.432
N  4.295  -1.095  2.703
C  5.737  -1.017  2.912
C  3.490  -1.032  3.916
H  4.726  -0.693  -1.603
H  3.613  0.371  -0.727
H  3.076  -1.241  -1.263
H  4.852  -3.070  -0.456
H  5.360  -2.884  1.222
H  6.282  -2.100  -0.071
H  6.246  -0.777  1.985
H  6.129  -1.952  3.313
H  5.940  -0.224  3.633
H  2.453  -1.265  3.693
H  3.546  -0.038  4.365
H  3.875  -1.759  4.630
Cl  -2.914  -0.246  1.683

Atomic partial charges in e from the Mulliken method, atoms 1 to 2: 0.89 -0.96